Record 1
The following is a quantum chemistry calculation of a molecular structure, C38H40BaClN3O3S2Si in a non-equilibrium geometry, from the OMol25 dataset.

```
! RIJCOSX wB97M-V def2-TZVPD def2/J DEFGRID3
* xyz -2 1
H 0.45396 -2.30021 -5.10794
H -2.45544 -5.56503 1.41652
C -0.78736 2.09180 -5.91678
C -2.61638 2.03536 -4.37838
Si -1.72919 -0.04258 4.02014
C -0.04845 4.16478 2.40769
H 4.38887 -0.56644 -2.73542
O -1.78656 -3.10066 0.82233
S -0.47182 -1.36560 -2.65876
H -2.84346 1.87496 -6.50646
Ba -0.68136 0.22262 -0.10526
H 2.69070 -0.21326 0.59628
C 2.26739 -0.85013 -2.66061
C 1.33248 -1.94193 -4.58635
C 1.43265 2.22557 1.71175
H 1.95568 1.31611 -3.55897
C 2.77107 -0.81924 -0.30899
H 1.13594 2.33480 -5.04804
C -2.52563 1.44669 3.15147
C -2.58071 -0.09283 5.74155
N 0.55234 2.34953 -2.43386
H -3.62685 -0.40900 5.66891
C 0.04032 0.48295 4.45405
C -0.22252 5.45446 2.88842
C 1.22617 3.65703 2.19240
C -2.09857 -2.63307 3.16159
N 2.12961 -0.11867 -1.41894
H 2.68719 -2.47444 -6.15455
H 0.45653 -0.11055 5.27353
H 0.93559 3.53512 -0.73333
H 0.07311 1.53689 4.75017
H 2.53024 2.87706 -2.96123
C 2.33212 4.46001 2.43883
H -3.11824 -6.43316 3.63701
C -0.03493 -4.68247 0.31269
C -2.08632 -3.58301 2.09878
H -2.06771 -0.78691 6.41505
H -1.21214 5.84983 3.07517
H -3.67697 1.95328 -4.17807
C -2.14856 1.99114 -5.68138
H -2.53879 -2.50392 5.25539
C 0.04997 -5.66075 -1.88575
H -3.51665 1.21240 2.75527
H 3.31649 4.04308 2.27132
H 3.83740 -1.01680 -0.49786
C 2.17559 5.75932 2.89644
C 1.13010 -1.37025 -3.30985
H 3.69930 1.30115 -1.70137
H 2.40064 1.77613 -0.60462
C 3.70075 -1.56194 -4.49000
C -1.76393 2.15874 -3.27301
C -2.85972 -4.50722 4.58791
C 2.60848 1.26325 -1.54379
C 2.58124 -2.03694 -5.16700
C 0.57006 -5.52480 -0.60406
Cl 0.68804 7.85953 3.73774
N -1.77268 -1.34805 2.96590
C -1.68103 -4.08270 -1.33168
C -2.46136 -4.90228 2.27330
H 0.35887 -4.57493 1.31580
C 1.93173 1.98683 -2.70537
H 1.45629 -6.07832 -0.31632
H -0.58062 3.87791 -1.55776
H -1.88900 1.73847 2.31179
H -0.39162 2.06298 -6.92597
C 0.46184 3.61699 -1.71326
C 0.07770 2.22982 -4.84184
H -2.54641 -3.49583 -1.60874
H -3.16036 -4.85369 5.57241
O 0.44013 1.67693 1.11878
H 3.02814 6.39852 3.08172
H -0.90173 3.53691 2.19421
H -2.61357 2.30960 3.81836
C 0.89493 6.23455 3.12762
O 2.54010 1.72399 1.90423
S -2.50447 2.23199 -1.68515
C -1.16963 -3.95989 -0.04852
H -1.47441 -5.00937 -3.24550
H 0.95846 4.42554 -2.27882
H 0.52395 -6.32334 -2.59990
H 4.69145 -1.64210 -4.92285
C -2.50969 -3.18233 4.41204
H 2.26560 -1.77533 -0.14851
H -2.56193 0.89522 6.21137
C -0.36931 2.24668 -3.52023
C 3.52173 -0.96732 -3.25180
C -2.84072 -5.39280 3.51914
H 0.69843 0.36380 3.59103
C -1.07256 -4.93028 -2.24322
*
```

## Properties
molar mass	851.757	g/mol
energy above the lowest of the compared OMol25 structures with the same formula, charge and spin	11.8	kcal per mole
HOMO	-1.79	eV
max |F|	3.163	eV Å⁻¹
HOMO-LUMO gap	5.539	eV
energy	-93439.0208	eV

Population analysis type Löwdin, resulting atomic charges in e: number 1, H, carries 0.08; number 2, H, carries 0.11; number 3, C, carries -0.13; number 4, C, carries -0.16; number 5, Si, carries 0.35; number 6, C, carries 0.00; number 7, H, carries 0.10; number 8, O, carries -0.02; number 9, S, carries 0.45; number 10, H, carries 0.08; number 11, Ba, carries 1.54; number 12, H, carries 0.06; number 13, C, carries -0.31; number 14, C, carries -0.14; number 15, C, carries -0.64; number 16, H, carries 0.10; number 17, C, carries -0.08; number 18, H, carries 0.10; number 19, C, carries -0.18; number 20, C, carries -0.21; number 21, N, carries -0.16; number 22, H, carries 0.02; number 23, C, carries -0.17; number 24, C, carries -0.10; number 25, C, carries -0.12; number 26, C, carries -0.34; number 27, N, carries -0.22; number 28, H, carries 0.09; number 29, H, carries 0.02; number 30, H, carries 0.07; number 31, H, carries 0.02; number 32, H, carries 0.12; number 33, C, carries -0.02; number 34, H, carries 0.07; number 35, C, carries -0.02; number 36, C, carries -0.21; number 37, H, carries 0.01; number 38, H, carries 0.10; number 39, H, carries 0.08; number 40, C, carries -0.13; number 41, H, carries 0.06; number 42, C, carries -0.11; number 43, H, carries 0.03; number 44, H, carries 0.12; number 45, H, carries 0.08; number 46, C, carries -0.11; number 47, C, carries -0.65; number 48, H, carries 0.12; number 49, H, carries 0.09; number 50, C, carries -0.13; number 51, C, carries -0.68; number 52, C, carries -0.15; number 53, C, carries -0.17; number 54, C, carries -0.13; number 55, C, carries -0.10; number 56, Cl, carries 0.61; number 57, N, carries -0.06; number 58, C, carries -0.07; number 59, C, carries -0.06; number 60, H, carries 0.12; number 61, C, carries -0.18; number 62, H, carries 0.09; number 63, H, carries 0.03; number 64, H, carries -0.03; number 65, H, carries 0.08; number 66, C, carries -0.09; number 67, C, carries -0.05; number 68, H, carries 0.11; number 69, H, carries 0.08; number 70, O, carries -0.50; number 71, H, carries 0.10; number 72, H, carries 0.10; number 73, H, carries 0.02; number 74, C, carries -0.67; number 75, O, carries 0.02; number 76, S, carries 0.35; number 77, C, carries -0.31; number 78, H, carries 0.10; number 79, H, carries 0.09; number 80, H, carries 0.09; number 81, H, carries 0.08; number 82, C, carries -0.06; number 83, H, carries 0.09; number 84, H, carries 0.01; number 85, C, carries -0.28; number 86, C, carries -0.06; number 87, C, carries -0.15; number 88, H, carries 0.01; number 89, C, carries -0.10

---

Record 2
The following is a quantum chemistry calculation of a molecular structure, C38H40CoFN3S4 in a non-equilibrium geometry, from the OMol25 dataset.

```
! RIJCOSX wB97M-V def2-TZVPD def2/J DEFGRID3
* xyz -2 4
C -2.32410 2.97934 3.96429
H -3.27538 -2.60176 -2.19444
N 1.02576 0.69515 -0.26105
C -0.81694 2.96618 -2.65903
H -0.74990 0.38094 -4.47909
H 3.73827 -0.13354 3.40379
H 3.11076 0.14301 1.77706
H -3.35041 0.60195 1.03202
C 0.04242 0.11231 -3.78744
H -3.81090 4.49265 4.54339
Co -0.18179 -0.13905 1.18062
H 0.17780 3.32873 -2.39701
C -3.39569 4.39033 2.17535
C -0.98258 -2.40111 -0.82535
H 4.31241 -1.13820 2.06219
S -3.67536 -2.35510 3.12855
C -1.81237 -5.05072 -4.02454
H 1.03784 -1.14850 -5.21803
H 0.63684 -4.28309 -1.80314
H -3.17733 5.35512 2.64690
C 2.73627 3.42574 1.56813
C 0.02408 0.61568 -2.49451
C 3.20573 -0.96511 -1.09418
H -4.78523 -0.26508 1.64682
F 1.54360 1.56652 2.32431
H 3.84410 -2.73299 0.01662
H -2.58025 4.11848 5.76167
H 3.08756 -0.37648 -0.18585
H -2.60952 0.09738 -1.92584
H 3.56875 4.26673 -1.59677
C -0.70033 -1.53050 0.00205
H -3.87460 2.97282 5.45294
C 4.58707 -0.65280 -1.67511
S 2.63838 -3.10687 3.54466
H 2.25111 2.25731 -2.08005
H -0.98772 1.67257 -0.97385
C -2.77448 -4.14379 -3.59487
C -0.32298 -4.25507 -2.30220
C -2.41242 3.31181 2.61141
H -1.55018 3.67804 -2.27028
C -2.51946 -3.30077 -2.52662
C 2.06701 -1.07508 -3.33701
C 2.00912 2.30128 1.28877
C 0.27113 -2.35035 3.02574
C 1.04631 0.25121 -1.59489
H 3.16531 -3.08546 -1.58462
H -3.73310 -4.09224 -4.10087
H 3.88404 5.05218 0.73214
H -3.20385 1.76812 -1.95181
H 2.85880 -1.74121 -3.66811
C -2.11226 -3.01796 3.40114
C 0.93484 -3.39175 3.60131
H 5.36896 -0.89318 -0.94820
C 2.08834 -0.57923 -2.03842
C -1.27840 -3.31942 -1.86504
H -3.32630 4.51062 1.09888
C -2.46437 1.08121 -2.37352
N -1.63338 -0.97936 2.40488
H -0.90031 2.93754 -3.75105
C -3.20589 3.69288 4.97590
H 0.16033 -5.81941 -3.67964
C 3.44243 -0.62439 2.47417
C 2.32768 -1.57301 2.73914
H -2.63751 1.01034 -3.45217
C 1.76076 1.81039 -0.03044
C -1.16231 -2.15097 2.96300
H 4.77888 -1.23029 -2.58335
H -4.42700 4.11803 2.43101
C 2.38607 2.57694 -1.05439
C -1.05606 1.57880 -2.05454
H -2.01126 -5.70444 -4.86667
C 3.30598 4.15966 0.52605
S -1.52424 2.62470 1.32888
C 3.12470 3.71443 -0.77361
H -3.94530 0.93149 2.65568
C -0.59198 -5.10486 -3.36035
C -2.92629 -0.92200 2.43570
H 0.54437 -4.28510 4.05826
H 2.85831 3.72933 2.60078
S -1.29809 1.80580 4.62904
C 3.07413 -2.44060 -0.70574
C 1.04929 -0.74039 -4.21340
H 4.66335 0.40836 -1.91904
N 1.07777 -1.36096 2.52222
H 2.09233 -2.60441 -0.25403
C -3.80866 0.14683 1.90841
H -1.99249 -3.97236 3.88635
*
```

## Properties
molar mass	744.958	g/mol
HOMO (spin up / spin down)	-0.30 / -0.29	eV
max |F|	1.582	eV Å⁻¹
HOMO-LUMO gap (spin up / spin down)	4.215 / 4.201	eV
expectation value of S²	3.7993
energy	-128210.1956	eV

Population analysis type Löwdin, resulting atomic charges in e: number 1, C, carries -0.89; number 2, H, carries 0.10; number 3, N, carries 0.00; number 4, C, carries -0.06; number 5, H, carries 0.10; number 6, H, carries 0.09; number 7, H, carries 0.05; number 8, H, carries 0.04; number 9, C, carries -0.05; number 10, H, carries 0.04; number 11, Co, carries 0.24; number 12, H, carries 0.06; number 13, C, carries -0.18; number 14, C, carries -0.12; number 15, H, carries 0.07; number 16, S, carries 0.99; number 17, C, carries -0.15; number 18, H, carries 0.08; number 19, H, carries 0.10; number 20, H, carries 0.06; number 21, C, carries -0.05; number 22, C, carries -0.14; number 23, C, carries -0.37; number 24, H, carries 0.06; number 25, F, carries -0.01; number 26, H, carries 0.06; number 27, H, carries 0.05; number 28, H, carries 0.09; number 29, H, carries 0.07; number 30, H, carries 0.08; number 31, C, carries -0.05; number 32, H, carries 0.06; number 33, C, carries -0.07; number 34, S, carries 0.99; number 35, H, carries 0.10; number 36, H, carries 0.03; number 37, C, carries -0.13; number 38, C, carries -0.05; number 39, C, carries -0.82; number 40, H, carries 0.07; number 41, C, carries -0.06; number 42, C, carries -0.06; number 43, C, carries -0.26; number 44, C, carries -0.31; number 45, C, carries -0.22; number 46, H, carries 0.07; number 47, H, carries 0.09; number 48, H, carries 0.07; number 49, H, carries 0.07; number 50, H, carries 0.10; number 51, C, carries -0.36; number 52, C, carries -0.35; number 53, H, carries 0.07; number 54, C, carries -0.14; number 55, C, carries -0.27; number 56, H, carries 0.03; number 57, C, carries -0.07; number 58, N, carries 0.01; number 59, H, carries 0.07; number 60, C, carries -0.18; number 61, H, carries 0.09; number 62, C, carries -0.07; number 63, C, carries -0.59; number 64, H, carries 0.06; number 65, C, carries -0.25; number 66, C, carries -0.33; number 67, H, carries 0.06; number 68, H, carries 0.07; number 69, C, carries -0.05; number 70, C, carries -0.39; number 71, H, carries 0.08; number 72, C, carries -0.16; number 73, S, carries 0.70; number 74, C, carries -0.14; number 75, H, carries 0.07; number 76, C, carries -0.12; number 77, C, carries -0.60; number 78, H, carries 0.06; number 79, H, carries 0.11; number 80, S, carries 0.52; number 81, C, carries -0.06; number 82, C, carries -0.10; number 83, H, carries 0.07; number 84, N, carries 0.07; number 85, H, carries 0.07; number 86, C, carries -0.09; number 87, H, carries 0.06